# 1
Here is C25H25I2N4O3PtS as an isolated structure from the OMol25 dataset. Energies are from wB97M-V/def2-TZVPD.

Each line ends with the Mulliken charge.
CARTESIAN COORDINATES (ANGSTROEM)
Pt (0.016, 0.010, 0.133)  0.857
C (-0.968, -3.928, 4.810)  -1.083
C (-1.643, -2.572, 4.936)  -0.570
N (-0.847, -1.494, 4.325)  0.111
C (-0.020, -0.711, 5.249)  -0.958
C (-0.775, 0.469, 5.846)  -0.971
C (-0.925, -1.274, 3.013)  0.863
S (0.024, 0.101, 2.427)  -0.634
N (-1.757, -2.044, 2.338)  -0.191
C (-1.732, -2.385, 1.053)  0.043
O (-0.869, -2.074, 0.195)  -1.001
C (-2.834, -3.295, 0.605)  0.653
C (-3.972, -3.491, 1.382)  -0.271
C (-4.994, -4.312, 0.930)  -0.659
C (-4.878, -4.959, -0.293)  -0.441
C (-3.738, -4.779, -1.067)  -0.847
C (-2.724, -3.945, -0.621)  -0.331
H (-1.561, -4.688, 5.319)  0.381
H (0.025, -3.914, 5.263)  0.327
H (-0.874, -4.209, 3.762)  0.257
H (-1.773, -2.302, 5.984)  0.446
H (-2.622, -2.585, 4.465)  0.264
H (0.878, -0.377, 4.734)  0.463
H (0.303, -1.395, 6.034)  0.427
H (-1.077, 1.169, 5.066)  0.245
H (-0.140, 1.000, 6.556)  0.402
H (-1.668, 0.133, 6.374)  0.335
H (-4.052, -2.987, 2.336)  0.419
H (-5.880, -4.452, 1.535)  0.427
H (-5.671, -5.609, -0.640)  0.415
H (-3.637, -5.295, -2.013)  0.453
H (-1.826, -3.814, -1.212)  0.617
O (-5.325, -0.985, -5.151)  -0.455
C (-4.177, -0.413, -5.561)  0.635
O (-4.076, 0.024, -6.668)  -0.529
C (-3.049, -0.338, -4.566)  0.913
C (-2.972, -1.133, -3.427)  -1.273
C (-1.905, -1.008, -2.555)  0.013
C (-0.903, -0.093, -2.835)  -0.416
C (-0.967, 0.710, -3.967)  -0.131
C (-2.037, 0.577, -4.832)  -0.998
N (0.189, 0.026, -1.921)  -0.050
C (1.381, 0.164, -2.357)  -0.239
C (2.467, 0.334, -1.399)  0.510
C (3.791, 0.452, -1.770)  -0.883
C (4.754, 0.589, -0.781)  -0.289
C (4.348, 0.601, 0.542)  -0.786
C (2.999, 0.476, 0.841)  0.194
N (2.077, 0.348, -0.112)  -0.324
H (-5.306, -1.190, -4.209)  0.302
H (-3.724, -1.882, -3.206)  0.410
H (-1.826, -1.623, -1.668)  0.451
H (-0.208, 1.461, -4.148)  0.601
H (-2.112, 1.186, -5.723)  0.455
H (1.591, 0.150, -3.423)  0.633
H (4.057, 0.432, -2.819)  0.416
H (5.799, 0.681, -1.041)  0.455
H (5.060, 0.706, 1.347)  0.411
H (2.641, 0.474, 1.861)  0.337
I (-2.219, 1.521, 0.640)  0.314
I (-3.481, 2.369, -1.553)  -0.125

Properties
Relative energy (zero: lowest compared OMol25 entry of this formula, charge and spin) ... 0.0000 eV
Gap between HOMO and LUMO ... 6.95 eV
Largest force on an atom ... 0.5 eV/A
Total charge ... +1
Energy ... -2525.1719 a.u.

=====

# 2
Here is one molecule with the formula C25H25N5O4S in a non-equilibrium geometry from the OMol25 dataset. Energies are from wB97M-V/def2-TZVPD.

Each line ends with the Mulliken charge.
CARTESIAN COORDINATES (ANGSTROEM)
C (-1.620, -5.376, -0.140)  -0.855
O (-0.722, -4.305, 0.016)  -0.436
C (-1.162, -3.158, 0.594)  0.613
C (-2.460, -2.944, 1.050)  -0.763
C (-2.787, -1.732, 1.638)  -0.823
C (-1.847, -0.730, 1.768)  -0.736
C (-0.549, -0.934, 1.306)  0.591
C (0.494, 0.137, 1.480)  -1.249
N (1.340, 0.264, 0.316)  0.415
C (2.652, 0.745, 0.440)  0.546
C (3.053, 1.561, 1.492)  -0.438
C (4.368, 1.999, 1.580)  -1.430
C (5.270, 1.630, 0.606)  0.716
C (4.865, 0.818, -0.453)  0.096
C (3.569, 0.363, -0.540)  -0.471
C (6.011, 0.566, -1.386)  -1.009
C (7.240, 0.966, -0.554)  -0.645
C (6.720, 1.990, 0.468)  -0.885
S (0.642, 0.426, -1.208)  1.618
O (0.554, -0.854, -1.846)  -0.688
O (1.333, 1.466, -1.908)  -0.726
C (-1.028, 0.993, -0.874)  -1.118
C (-1.239, 2.242, -0.328)  -0.545
C (-2.539, 2.641, -0.078)  -0.607
C (-3.605, 1.803, -0.385)  0.280
N (-4.892, 2.253, -0.078)  0.385
C (-6.125, 1.875, -0.508)  -0.072
N (-7.015, 2.625, 0.083)  -0.371
N (-6.340, 3.454, 0.872)  -0.504
N (-5.098, 3.259, 0.793)  -0.381
C (-3.385, 0.539, -0.968)  0.551
O (-4.463, -0.227, -1.248)  -0.396
C (-4.251, -1.516, -1.790)  -0.629
C (-2.070, 0.153, -1.205)  -0.001
C (-0.212, -2.145, 0.733)  -0.375
H (-1.045, -6.175, -0.605)  0.272
H (-2.458, -5.110, -0.793)  0.304
H (-2.005, -5.723, 0.824)  0.360
H (-3.214, -3.712, 0.970)  0.468
H (-3.794, -1.575, 1.997)  0.424
H (-2.117, 0.210, 2.225)  0.482
H (1.144, -0.145, 2.317)  0.726
H (0.003, 1.088, 1.738)  0.419
H (2.344, 1.865, 2.247)  0.493
H (4.670, 2.629, 2.404)  0.406
H (3.241, -0.274, -1.346)  0.575
H (5.908, 1.207, -2.265)  0.283
H (6.055, -0.467, -1.730)  0.343
H (7.620, 0.090, -0.025)  0.297
H (8.045, 1.366, -1.168)  0.317
H (6.809, 3.008, 0.078)  0.281
H (7.258, 1.946, 1.415)  0.356
H (-0.400, 2.887, -0.120)  0.578
H (-2.758, 3.600, 0.364)  0.558
H (-6.319, 1.102, -1.216)  0.516
H (-3.648, -2.130, -1.116)  0.089
H (-5.244, -1.950, -1.897)  0.266
H (-3.768, -1.459, -2.769)  0.394
H (-1.816, -0.801, -1.635)  0.659
H (0.787, -2.323, 0.370)  0.477

Properties
Relative energy (zero: lowest compared OMol25 entry of this formula, charge and spin) ... 4.8895 eV
Gap between HOMO and LUMO ... 8.28 eV
Largest force on an atom ... 1.6 eV/A
SMILES ... COc1cccc(CN(c2ccc3c(c2)CCC3)S(=O)(=O)c2ccc(-n3cnnn3)c(OC)c2)c1
Energy ... -1940.5211 a.u.

=====

# 3
Here is C25H25N7O6ReS3 as an isolated structure in a non-equilibrium geometry from the OMol25 dataset. Energies are from wB97M-V/def2-TZVPD.

Each line ends with the Mulliken charge.
CARTESIAN COORDINATES (ANGSTROEM)
Re (-0.212, -0.863, -0.396)  1.093
O (-2.735, 0.454, 3.129)  -0.667
C (-2.913, 1.721, 2.711)  0.563
C (-3.669, 2.549, 3.545)  -0.737
C (-3.917, 3.856, 3.192)  -0.314
C (-3.421, 4.378, 1.997)  -0.802
C (-2.665, 3.573, 1.177)  -0.588
C (-2.388, 2.240, 1.516)  0.214
C (-1.554, 1.445, 0.616)  1.172
O (-1.400, 0.158, 0.886)  -1.091
N (-0.975, 2.011, -0.411)  -1.473
N (-0.273, 1.064, -1.109)  0.795
C (0.349, 1.350, -2.202)  -0.558
C (0.990, 0.228, -2.840)  1.052
C (1.666, 0.309, -4.048)  -0.949
C (2.182, -0.848, -4.603)  -0.416
C (2.002, -2.051, -3.938)  -0.962
C (1.340, -2.068, -2.726)  -0.299
N (0.849, -0.953, -2.179)  -0.162
H (-2.283, -0.045, 2.430)  0.366
H (-4.052, 2.125, 4.462)  0.462
H (-4.510, 4.479, 3.849)  0.383
H (-3.629, 5.400, 1.715)  0.414
H (-2.265, 3.954, 0.249)  0.433
H (0.351, 2.355, -2.606)  0.429
H (1.771, 1.267, -4.535)  0.499
H (2.712, -0.814, -5.545)  0.423
H (2.370, -2.982, -4.342)  0.454
H (1.185, -2.984, -2.171)  0.740
C (4.361, 4.820, 2.958)  -1.488
C (3.988, 3.487, 2.377)  0.914
C (2.752, 3.288, 1.770)  -0.923
C (2.410, 2.057, 1.232)  -0.107
C (3.313, 1.010, 1.302)  0.071
C (4.548, 1.180, 1.911)  -0.761
C (4.878, 2.415, 2.440)  -0.689
S (2.948, -0.563, 0.575)  1.454
O (3.146, -0.448, -0.842)  -0.633
O (3.670, -1.562, 1.308)  -0.732
N (1.324, -0.743, 0.855)  0.236
C (0.975, -1.487, 2.067)  -0.536
C (0.153, -2.730, 1.694)  0.472
O (-0.050, -3.646, 2.436)  -0.634
O (-0.369, -2.635, 0.466)  -0.587
H (3.527, 5.518, 2.916)  0.347
H (5.198, 5.259, 2.413)  0.334
H (4.668, 4.718, 4.000)  0.354
H (2.039, 4.102, 1.726)  0.360
H (1.435, 1.915, 0.785)  0.390
H (5.233, 0.345, 1.978)  0.478
H (5.839, 2.549, 2.921)  0.399
H (0.309, -0.859, 2.672)  0.206
H (1.835, -1.761, 2.670)  0.663
S (-4.112, -1.414, -3.108)  -0.407
C (-2.802, -1.330, -2.192)  0.737
N (-1.845, -1.277, -1.511)  -0.463
C (-4.414, -5.139, -2.838)  -0.905
N (-2.996, -5.188, -3.121)  -0.100
C (-2.027, -4.832, -2.267)  0.427
N (-2.400, -4.388, -1.053)  -0.287
S (-0.405, -5.005, -2.663)  -0.463
H (-4.949, -5.585, -3.673)  0.341
H (-4.765, -4.111, -2.714)  0.179
H (-4.649, -5.715, -1.941)  0.339
H (-2.674, -5.473, -4.028)  0.229
H (-3.336, -4.056, -0.889)  0.254
H (-1.663, -4.024, -0.464)  0.059

Properties
Relative energy (zero: lowest compared OMol25 entry of this formula, charge and spin) ... 0.7797 eV
Gap between HOMO and LUMO (alpha / beta) ... 5.71 / 5.89 eV
Largest force on an atom ... 1.0 eV/A
⟨S²⟩ ... 0.767
Spin multiplicity ... 2
Energy ... -3075.3429 a.u.

=====

# 4
Here is one molecule with the formula C25H25NO6 from the OMol25 dataset. Energies are from wB97M-V/def2-TZVPD.

Each line ends with the Mulliken charge.
CARTESIAN COORDINATES (ANGSTROEM)
C (-0.627, -0.022, 2.554)  -1.956
C (0.075, 0.795, 1.512)  0.977
C (-0.519, 1.915, 0.931)  1.101
O (-1.742, 2.276, 1.436)  -0.596
C (-2.680, 2.925, 0.611)  -0.670
C (-3.431, 1.959, -0.315)  0.794
O (-4.094, 2.349, -1.252)  -0.700
N (-3.304, 0.671, 0.044)  0.157
C (-4.006, -0.395, -0.624)  0.317
C (-3.237, -0.922, -1.859)  -1.609
C (-1.805, -1.267, -1.558)  0.556
C (-1.483, -2.379, -0.788)  -0.077
C (-0.162, -2.714, -0.549)  -1.002
C (0.857, -1.953, -1.097)  -0.335
C (0.547, -0.841, -1.859)  -0.590
C (-0.775, -0.491, -2.073)  -0.421
C (-4.323, -1.536, 0.323)  -0.146
O (-4.977, -2.496, 0.021)  -0.565
O (-3.799, -1.374, 1.544)  -0.446
C (0.160, 2.631, -0.055)  -1.609
C (1.420, 2.252, -0.453)  -1.033
C (2.052, 1.137, 0.107)  0.913
C (3.366, 0.670, -0.269)  0.849
C (3.882, -0.416, 0.356)  1.037
C (3.121, -1.142, 1.366)  -0.329
O (3.513, -2.132, 1.940)  -0.680
O (1.881, -0.673, 1.683)  -0.671
C (1.353, 0.422, 1.091)  0.920
C (5.245, -0.970, 0.070)  -1.038
C (6.119, 0.043, -0.658)  -0.849
C (5.339, 0.613, -1.835)  -1.013
C (4.134, 1.403, -1.331)  -1.031
H (0.081, -0.339, 3.315)  0.542
H (-1.425, 0.551, 3.016)  0.433
H (-1.043, -0.921, 2.098)  0.130
H (-3.417, 3.364, 1.292)  0.378
H (-2.255, 3.735, 0.014)  0.284
H (-2.735, 0.434, 0.843)  -0.028
H (-4.962, 0.008, -0.987)  0.574
H (-3.769, -1.802, -2.226)  0.515
H (-3.273, -0.145, -2.624)  0.454
H (-2.272, -3.003, -0.395)  0.462
H (0.077, -3.578, 0.052)  0.451
H (1.887, -2.235, -0.935)  0.635
H (1.335, -0.248, -2.299)  0.492
H (-1.010, 0.381, -2.666)  0.354
H (-4.033, -2.124, 2.114)  0.389
H (-0.289, 3.500, -0.509)  0.261
H (1.924, 2.835, -1.206)  0.416
H (5.697, -1.283, 1.014)  0.372
H (5.134, -1.874, -0.537)  0.305
H (7.036, -0.437, -1.002)  0.386
H (6.394, 0.851, 0.023)  0.341
H (5.973, 1.264, -2.439)  0.371
H (4.998, -0.207, -2.470)  0.353
H (3.472, 1.628, -2.170)  0.435
H (4.467, 2.359, -0.913)  0.444

Properties
Relative energy (zero: lowest compared OMol25 entry of this formula, charge and spin) ... 0.0000 eV
Gap between HOMO and LUMO ... 8.59 eV
Largest force on an atom ... 1.0 eV/A
SMILES ... Cc1c(OCC(=O)N[C@@H](Cc2ccccc2)C(=O)O)ccc2c3c(c(=O)oc12)CCCC3
Energy ... -1473.9462 a.u.